No. 1
Density functional theory data (the ωB97M-V functional and the def2-TZVPD basis) for 2 unconnected molecules or ions with the total composition C6H10N2.

XYZ file:
```
18
Properties=species:S:1:pos:R:3:forces:R:3:lowdin_charge:R:1
C -2.066 -0.944 0.191 -0.21 3.54 5.81 -0.2675
C 1.017 -0.157 -0.972 -0.35 0.21 -4.81 -0.2098
C 0.937 1.233 -1.314 -1.04 -3.90 -0.19 -0.0692
C 0.980 2.044 -0.245 0.05 4.01 -1.67 -0.1316
C 1.137 1.481 0.986 1.51 0.31 3.63 -0.0941
C 1.527 0.141 1.135 0.43 0.15 1.07 -0.1456
H -0.664 -2.067 -0.195 2.73 -1.04 0.48 -0.0066
H -2.102 -2.832 -0.216 0.78 0.03 -0.41 0.0808
H -3.226 -0.759 0.512 2.84 -1.11 -1.27 0.1196
H -1.408 -0.922 1.237 -2.23 -0.50 -1.17 0.0949
H -1.644 0.062 0.042 -0.53 -0.16 -1.72 0.0312
H 0.906 -0.913 -1.779 -0.27 0.78 0.23 0.1162
H 0.560 1.413 -2.311 0.58 0.64 -0.05 0.1070
H 1.008 3.189 -0.548 -0.52 -2.24 1.60 0.1555
H 1.120 2.109 1.910 0.23 -0.46 -0.97 0.1142
H 2.090 -0.357 1.989 -1.36 1.30 -0.48 0.1315
N -1.556 -2.028 -0.546 -3.36 -0.78 -1.69 -0.0627
N 1.383 -0.696 0.124 0.72 -0.79 1.60 0.0363
```
Forces are in eV/Å.

Its HOMO energy is -8.7 eV. As for the SMILES: c1ccncc1.CN. As for the relative energy (zero: lowest compared OMol25 entry of this formula, charge and spin): 67.23 kcal per mole. The charge is 0. The value obtained for the HOMO-LUMO gap is 9.62 eV. Its energy is -9361.52161 eV.


No. 2
Density functional theory data (the ωB97M-V functional and the def2-TZVPD basis) for a molecular structure, C6H10N2.

XYZ file:
```
18
Properties=species:S:1:pos:R:3:forces:R:3:lowdin_charge:R:1
C 1.860 0.812 1.129 -2.31 2.03 -2.00 0.0921
C 0.749 0.291 0.613 1.52 -0.44 -1.75 -0.2694
C 0.011 0.749 -0.588 1.26 8.29 0.20 -0.4247
C 0.316 -0.197 -1.691 2.01 1.73 -1.65 -0.1780
C -0.103 -0.918 0.580 0.73 -2.72 2.98 -0.2707
C -1.453 -0.268 0.895 -0.87 -2.80 0.31 -0.2035
H 2.121 1.877 0.867 0.00 -1.44 0.05 0.0909
H 2.339 0.354 1.891 1.61 -1.25 2.44 0.0153
H 0.394 1.867 -0.701 -0.90 -1.93 -0.71 0.1685
H -0.137 0.003 -2.857 0.84 -0.94 3.66 0.1676
H 1.532 0.050 -1.767 -2.83 -1.35 -0.28 0.1603
H 0.680 -1.953 -0.628 -0.14 -0.59 -2.17 0.0981
H 0.386 -1.768 1.230 -1.72 1.19 -1.05 0.1779
H -1.608 0.003 1.908 0.32 0.31 1.39 0.0959
H -2.348 -0.891 0.683 0.68 0.00 -0.49 0.1254
H -2.065 1.158 -0.612 2.03 -1.17 2.16 0.1808
N -0.106 -1.346 -0.888 1.32 -2.31 1.45 0.0056
N -1.262 0.845 0.082 -3.55 3.39 -4.54 -0.0319
```
Forces are in eV/Å.

Its HOMO energy is -8.5 eV. As for the relative energy (zero: lowest compared OMol25 entry of this formula, charge and spin): 111.08 kcal per mole. The charge is 0. The value obtained for the HOMO-LUMO gap is 9.40 eV. Its energy is -9359.62008 eV.


No. 3
Density functional theory data (the ωB97M-V functional and the def2-TZVPD basis) for a single C6H10N2 molecule.

XYZ file:
```
18
Properties=species:S:1:pos:R:3:forces:R:3:lowdin_charge:R:1
C -2.042 -0.692 1.475 0.03 0.88 0.68 -0.0696
C -0.637 -0.571 1.007 2.70 2.04 -1.02 -0.3363
C 0.454 -0.647 1.748 0.80 -2.25 2.18 0.0549
C -0.211 0.083 -0.260 -2.34 -0.48 -3.63 -0.4024
C 1.581 1.362 -1.283 -2.00 0.53 1.26 -0.1792
C 1.707 0.086 -2.046 -6.65 2.92 2.69 -0.0042
H -2.194 -1.059 2.532 0.73 1.13 -0.76 0.1004
H -2.458 0.346 1.261 -0.29 -1.59 0.55 0.1107
H -2.521 -1.496 0.980 -0.97 -0.35 -1.30 0.0604
H 1.559 -0.477 1.458 -2.53 -0.28 0.62 0.1117
H 0.112 -1.186 2.630 1.29 0.32 1.01 0.0627
H -2.059 0.167 -0.862 2.44 0.82 -0.99 0.0809
H 2.529 1.729 -0.931 0.07 0.72 0.03 0.0854
H 0.623 2.066 -1.243 2.55 -1.22 -1.16 0.1439
H 2.644 -0.243 -2.193 2.73 -1.65 -0.55 0.0508
H 0.747 -0.067 -2.587 1.41 -0.54 -0.26 0.0957
N -1.048 0.427 -1.220 -0.85 -1.06 2.67 0.1160
N 1.214 0.171 -0.468 0.89 0.07 -2.01 -0.0820
```
Forces are in eV/Å.

Its HOMO energy is -9.2 eV. As for the SMILES: [H]/N=C(\C(=C)C)N1CC1. As for the relative energy (zero: lowest compared OMol25 entry of this formula, charge and spin): 101.49 kcal per mole. The charge is 0. The value obtained for the HOMO-LUMO gap is 10.11 eV. Its energy is -9360.03610 eV.


No. 4
Density functional theory data (the ωB97M-V functional and the def2-TZVPD basis) for a single C6H10N2 molecule.

XYZ file:
```
18
Properties=species:S:1:pos:R:3:forces:R:3:lowdin_charge:R:1
C 1.710 0.850 -1.623 -1.78 0.96 0.88 -0.0623
C 0.288 0.108 -1.411 2.29 -0.42 -0.91 -0.4077
C -0.109 0.041 0.015 -0.65 -0.12 0.72 -0.2357
C -0.619 -1.118 0.732 -0.39 3.16 1.63 -0.0225
C -1.088 -0.559 1.917 0.21 -1.04 0.22 -0.1274
C -0.260 1.114 0.855 1.25 3.31 -1.44 -0.1286
H 2.448 0.416 -0.900 -0.49 0.31 -0.88 0.0776
H 2.016 0.801 -2.697 -0.08 0.01 0.99 0.0661
H 1.518 1.950 -1.315 0.65 -1.59 -0.62 0.0793
H -0.460 0.597 -2.037 -0.03 0.13 0.14 0.1316
H 0.643 -1.470 -2.787 -0.24 0.58 0.31 0.0736
H 1.066 -1.753 -1.256 -0.48 0.14 -0.20 0.0788
H -0.672 -2.166 0.573 0.00 -0.36 -0.68 0.0873
H -1.584 -1.130 2.673 -0.10 0.15 0.59 0.0943
H -1.109 1.374 2.739 -0.59 1.48 1.64 0.1145
H -0.007 2.204 0.699 -0.23 -1.53 -0.14 0.1397
N 0.341 -1.294 -1.824 0.80 -0.92 -0.42 0.0022
N -0.825 0.802 2.023 -0.13 -4.26 -1.84 0.0390
```
Forces are in eV/Å.

Its HOMO energy is -8.0 eV. As for the SMILES: C[C@@H](N)c1cc[nH]c1. As for the relative energy (zero: lowest compared OMol25 entry of this formula, charge and spin): 22.38 kcal per mole. The charge is 0. The value obtained for the HOMO-LUMO gap is 9.01 eV. Its energy is -9363.46663 eV.


No. 5
Density functional theory data (the ωB97M-V functional and the def2-TZVPD basis) for a single C6H10N2 molecule.

XYZ file:
```
18
Properties=species:S:1:pos:R:3:forces:R:3:lowdin_charge:R:1
C -2.755 -0.448 0.032 -0.33 -1.18 -1.18 -0.0459
C -1.268 -0.326 -0.106 2.02 0.34 2.02 -0.3359
C 0.948 -0.376 0.044 0.10 -0.12 0.55 -0.5333
C 2.242 -0.818 -0.579 -1.16 4.36 -4.00 -0.0230
C 1.057 0.413 1.254 2.99 3.88 -3.49 -0.0301
C 0.517 1.069 -0.196 2.42 0.01 2.17 -0.1973
H -2.983 -1.504 0.106 -0.11 -0.53 -0.81 0.0633
H -3.127 -0.205 1.021 0.06 1.26 -0.01 0.0741
H -3.306 0.019 -0.872 0.78 -0.62 1.81 0.1105
H 2.484 -1.728 -0.270 1.59 -3.90 1.34 0.0113
H 3.011 0.011 -0.331 -1.06 -1.68 -0.45 0.1083
H 2.112 -0.827 -1.788 0.43 -0.10 2.82 0.1315
H 0.389 0.337 2.005 -1.69 -0.31 2.54 0.0627
H 2.037 0.927 1.306 -0.69 -0.43 1.04 0.0988
H 1.100 2.020 -0.469 -0.86 -2.08 -0.06 0.1634
H -1.313 1.576 -1.142 0.79 -1.03 1.32 0.1569
N -0.294 -1.175 0.351 -2.37 3.22 -4.48 0.1598
N -0.851 1.034 -0.365 -2.91 -1.08 -1.13 0.0249
```
Forces are in eV/Å.

Its HOMO energy is -7.7 eV. As for the SMILES: CC1=N[C@]2(C)C[C@@H]2N1. As for the relative energy (zero: lowest compared OMol25 entry of this formula, charge and spin): 80.60 kcal per mole. The charge is 0. The value obtained for the HOMO-LUMO gap is 8.58 eV. Its energy is -9360.94167 eV.


No. 6
Density functional theory data (the ωB97M-V functional and the def2-TZVPD basis) for a gas-phase ion, C6H10N2 (charge +1).

XYZ file:
```
18
Properties=species:S:1:pos:R:3:forces:R:3:lowdin_spin:R:1
C -1.137 0.930 -2.487 0.28 0.58 -0.04 0.0036
C -0.844 0.045 -1.293 0.17 -0.29 0.02 0.0239
C -0.177 0.867 -0.170 -0.09 0.86 -0.64 0.0498
C 0.453 0.122 0.912 -0.69 0.35 0.66 0.2577
C 1.356 -1.001 0.853 -0.38 -0.35 -0.61 0.3189
N 1.470 -1.440 2.096 0.00 -0.43 -0.01 0.0890
C 0.648 -0.638 2.882 0.26 -0.31 0.61 0.2214
N 0.065 0.306 2.206 0.15 -0.03 -0.45 -0.0082
H -1.831 0.454 -3.169 -0.07 -0.02 -0.14 0.0008
H -1.542 1.897 -2.179 -0.29 -0.15 0.05 0.0001
H -0.220 1.187 -3.025 -0.05 -0.24 -0.04 0.0003
H -0.217 -0.789 -1.623 0.09 0.05 0.14 0.0008
H -1.759 -0.401 -0.913 -0.15 -0.03 0.15 0.0009
H -0.882 1.573 0.261 -0.32 -0.26 0.28 0.0006
H 0.496 1.582 -0.663 0.64 -0.39 0.05 0.0232
H 1.669 -1.519 -0.044 0.45 0.04 0.26 0.0101
H 1.920 -2.294 2.423 0.02 0.33 -0.24 -0.0003
H 0.531 -0.880 3.932 -0.04 0.30 -0.06 0.0074
```
Forces are in eV/Å.

Its HOMO energy (alpha / beta) is -14.8 / -15.4 eV. As for the relative energy (zero: lowest compared OMol25 entry of this formula, charge and spin): 0.00 kcal per mole. The charge is +1. The expectation value of S² is 0.7604. The value obtained for the HOMO-LUMO gap (alpha / beta) is 11.02 / 7.65 eV. Its energy is -9356.22234 eV. The multiplicity is 2.


> Which formula does entry 5 have?

C6H10N2


Repeat the fifth record exactly.
Density functional theory data (the ωB97M-V functional and the def2-TZVPD basis) for a single C6H10N2 molecule.

XYZ file:
```
18
Properties=species:S:1:pos:R:3:forces:R:3:lowdin_charge:R:1
C -2.755 -0.448 0.032 -0.33 -1.18 -1.18 -0.0459
C -1.268 -0.326 -0.106 2.02 0.34 2.02 -0.3359
C 0.948 -0.376 0.044 0.10 -0.12 0.55 -0.5333
C 2.242 -0.818 -0.579 -1.16 4.36 -4.00 -0.0230
C 1.057 0.413 1.254 2.99 3.88 -3.49 -0.0301
C 0.517 1.069 -0.196 2.42 0.01 2.17 -0.1973
H -2.983 -1.504 0.106 -0.11 -0.53 -0.81 0.0633
H -3.127 -0.205 1.021 0.06 1.26 -0.01 0.0741
H -3.306 0.019 -0.872 0.78 -0.62 1.81 0.1105
H 2.484 -1.728 -0.270 1.59 -3.90 1.34 0.0113
H 3.011 0.011 -0.331 -1.06 -1.68 -0.45 0.1083
H 2.112 -0.827 -1.788 0.43 -0.10 2.82 0.1315
H 0.389 0.337 2.005 -1.69 -0.31 2.54 0.0627
H 2.037 0.927 1.306 -0.69 -0.43 1.04 0.0988
H 1.100 2.020 -0.469 -0.86 -2.08 -0.06 0.1634
H -1.313 1.576 -1.142 0.79 -1.03 1.32 0.1569
N -0.294 -1.175 0.351 -2.37 3.22 -4.48 0.1598
N -0.851 1.034 -0.365 -2.91 -1.08 -1.13 0.0249
```
Forces are in eV/Å.

Its HOMO energy is -7.7 eV. As for the SMILES: CC1=N[C@]2(C)C[C@@H]2N1. As for the relative energy (zero: lowest compared OMol25 entry of this formula, charge and spin): 80.60 kcal per mole. The charge is 0. The value obtained for the HOMO-LUMO gap is 8.58 eV. Its energy is -9360.94167 eV.